Record 1
{"formula": "C6H6N4O", "method": "ωB97M-V with the def2-TZVPD basis set", "fmax_ev_per_a": 4.045, "de_lowest_ev": 1.657, "homo_energy_ev": -9.84, "smiles": "N[C@@H]1C=CC2=NC(=O)NC2=N1", "total_charge": 0, "species": ["N", "C", "C", "C", "C", "N", "C", "O", "N", "C", "N", "H", "H", "H", "H", "H", "H"], "coordinates": [[-2.631, -0.803, -0.475], [-1.592, -0.265, 0.455], [-1.339, 1.258, 0.104], [-0.135, 1.745, -0.026], [0.967, 0.851, 0.049], [2.237, 1.070, -0.118], [2.866, -0.202, -0.102], [4.022, -0.468, -0.217], [1.873, -1.211, 0.008], [0.690, -0.588, 0.190], [-0.467, -1.158, 0.369], [-2.215, -0.419, -1.373], [-2.403, -1.749, -0.441], [-1.998, -0.433, 1.584], [-2.119, 1.799, -0.243], [0.201, 2.821, -0.052], [2.044, -2.247, 0.286]], "atomic_forces_ev_per_a": [[1.3, 3.6, -0.7], [-1.3, 0.5, 1.6], [0.5, -3.9, 0.9], [2.6, 2.4, 0.8], [1.6, -0.8, 0.0], [-0.9, 0.3, 0.1], [0.1, -1.3, -0.2], [0.4, 0.5, 0.1], [0.6, -2.1, 1.0], [-2.7, -1.5, 0.2], [2.3, 1.2, 0.0], [-1.2, -1.2, 0.8], [0.0, -2.2, -0.4], [0.8, 1.0, -2.4], [-2.9, 1.7, -0.2], [-1.0, -1.1, -0.7], [-0.2, 2.8, -0.8]]}

=====

Record 2
{"formula": "C6H8Na2O6", "method": "ωB97M-V with the def2-TZVPD basis set", "fmax_ev_per_a": 4.040, "de_lowest_ev": 2.958, "homo_energy_ev": [-7.23, -7.23], "total_charge": 0, "species": ["O", "C", "C", "O", "O", "C", "H", "H", "H", "H", "O", "C", "C", "O", "O", "C", "H", "H", "H", "H", "Na", "Na"], "coordinates": [[-0.938, -0.246, -2.983], [0.153, -0.139, -2.214], [-1.974, 0.686, -2.639], [0.998, -1.022, -2.247], [-0.003, 0.759, -1.293], [-2.079, 0.627, -1.117], [-2.897, 0.330, -3.107], [-1.661, 1.697, -2.927], [-2.539, -0.344, -0.894], [-2.744, 1.464, -0.868], [-0.058, -0.008, 2.101], [-1.135, -0.477, 1.382], [0.957, -0.941, 2.504], [-1.670, 0.519, 0.802], [2.345, 0.212, 0.907], [2.304, -0.290, 2.189], [0.823, -1.872, 1.933], [0.847, -1.151, 3.579], [3.082, -1.055, 2.405], [2.475, 0.520, 2.934], [0.857, 1.226, 0.595], [2.855, -0.495, -1.043]], "atomic_forces_ev_per_a": [[-0.5, -0.1, -1.7], [-1.9, -0.6, 2.1], [2.7, 0.0, 0.8], [1.0, 0.6, -0.7], [-0.2, 0.1, -0.5], [-3.0, -0.8, -1.3], [0.1, 0.2, 0.2], [-0.4, -0.2, -0.4], [0.5, 0.4, 0.3], [0.7, -0.3, 0.8], [-0.1, 0.0, 0.6], [0.2, -0.8, -0.7], [-0.3, -0.4, 0.1], [0.9, 1.2, 0.3], [3.3, -2.1, 0.2], [0.3, 0.0, 0.5], [0.0, 0.3, 0.1], [0.1, 0.0, -0.3], [-0.1, 0.1, 0.0], [0.0, -0.2, -0.1], [-3.0, 2.7, -0.5], [-0.3, -0.2, 0.2]]}

=====

Record 3
{"formula": "C8H17N2O2S2", "method": "ωB97M-V with the def2-TZVPD basis set", "fmax_ev_per_a": 1.727, "homo_energy_ev": -11.59, "total_charge": 1, "species": ["N", "C", "S", "N", "C", "S", "H", "H", "H", "H", "H", "C", "C", "O", "C", "H", "H", "H", "H", "H", "H", "C", "C", "O", "C", "H", "H", "H", "H", "H", "H"], "coordinates": [[-1.922, 2.361, 2.981], [-1.564, 3.745, 3.150], [-3.018, 4.801, 2.707], [-4.203, 4.525, 3.903], [-4.939, 3.559, 3.600], [-5.667, 2.243, 3.265], [-2.095, 1.940, 3.882], [-1.212, 1.856, 2.460], [-0.762, 4.044, 2.473], [-1.310, 3.976, 4.188], [-3.471, 4.165, 1.593], [-1.505, -0.638, -0.303], [-0.257, 0.104, 0.100], [-0.141, 0.584, 1.213], [0.830, 0.219, -0.926], [-2.208, -0.650, 0.528], [-1.973, -0.143, -1.156], [-1.256, -1.665, -0.571], [0.458, 0.751, -1.803], [1.177, -0.773, -1.216], [1.667, 0.773, -0.505], [4.014, -2.904, -3.832], [3.035, -3.097, -2.704], [2.447, -2.159, -2.210], [2.819, -4.506, -2.215], [4.074, -1.848, -4.083], [5.003, -3.252, -3.531], [3.684, -3.459, -4.711], [3.758, -4.921, -1.847], [2.439, -5.128, -3.026], [2.094, -4.502, -1.404]], "atomic_forces_ev_per_a": [[0.2, 0.8, 0.3], [-0.4, -1.7, -0.1], [0.1, 1.6, 0.5], [0.1, -0.6, -1.2], [0.5, -1.0, 0.3], [-0.2, 0.8, 0.2], [0.1, -0.3, -0.1], [-0.1, -0.4, -0.1], [-0.2, 0.3, 0.0], [-0.1, 0.6, -0.2], [0.1, -0.3, 0.4], [-0.1, 0.1, 0.3], [0.1, 0.0, -0.1], [-0.2, 0.2, 0.1], [0.1, 0.1, 0.4], [0.0, 0.0, 0.0], [0.1, -0.1, -0.1], [0.0, 0.0, -0.2], [0.0, -0.2, -0.1], [-0.1, 0.1, -0.2], [0.0, 0.0, 0.0], [-0.1, 0.3, 0.0], [0.0, 0.0, 0.0], [0.0, -0.1, -0.1], [-0.2, 0.1, 0.2], [0.0, 0.0, 0.0], [0.0, -0.1, -0.1], [0.1, -0.1, 0.0], [0.0, -0.1, -0.1], [0.2, -0.1, 0.0], [0.0, 0.0, 0.0]]}

=====

Record 4
{"formula": "C5H9N3", "method": "ωB97M-V with the def2-TZVPD basis set", "fmax_ev_per_a": 4.872, "de_lowest_ev": 4.759, "homo_energy_ev": [-8.46, -8.46], "total_charge": 0, "species": ["C", "C", "C", "C", "N", "C", "N", "N", "H", "H", "H", "H", "H", "H", "H", "H", "H"], "coordinates": [[-1.410, 1.545, 0.014], [1.030, 0.219, 0.353], [-0.128, -0.413, -0.965], [-0.881, 0.124, 0.118], [1.519, -0.721, 1.195], [0.100, -1.398, -1.790], [1.523, 1.367, 0.078], [-1.458, -0.735, 1.006], [0.804, -1.376, 1.519], [2.372, -0.533, 1.699], [2.438, 1.493, 0.511], [-1.660, -1.635, 0.571], [-2.442, 1.503, -0.341], [-1.381, 1.997, 1.007], [-0.815, 2.154, -0.667], [1.114, -1.607, -2.117], [-0.725, -1.983, -2.191]], "atomic_forces_ev_per_a": [[0.9, 0.1, 0.5], [1.8, 0.8, -2.3], [1.0, 0.4, 3.3], [-4.3, -2.3, -0.1], [-1.0, -0.8, -0.5], [0.6, 0.3, -0.4], [-0.1, -0.8, -0.5], [0.5, 2.1, -0.9], [0.6, 0.2, 0.2], [-0.4, -0.1, 0.2], [-0.2, 0.3, 0.5], [0.8, -0.1, 0.0], [0.1, -0.2, 0.1], [-0.2, 0.1, -0.1], [0.0, -0.1, 0.1], [-0.1, -0.3, 0.1], [0.0, 0.3, -0.2]]}

=====

Record 5
{"formula": "C32H64AgN6O14", "method": "ωB97M-V with the def2-TZVPD basis set", "fmax_ev_per_a": 3.391, "homo_energy_ev": [-7.12, -9.22], "spin_multiplicity": 2, "s_squared": 0.754, "total_charge": 0, "species": ["Ag", "O", "C", "C", "O", "H", "H", "H", "H", "O", "C", "O", "C", "C", "C", "H", "H", "H", "H", "H", "H", "O", "C", "O", "C", "C", "C", "H", "H", "H", "H", "H", "H", "O", "C", "O", "C", "C", "C", "H", "H", "H", "H", "H", "H", "C", "C", "O", "N", "C", "H", "H", "H", "H", "H", "H", "H", "C", "C", "O", "N", "C", "H", "H", "H", "H", "H", "H", "H", "C", "C", "O", "N", "C", "H", "H", "H", "H", "H", "H", "H", "C", "C", "O", "N", "C", "H", "H", "H", "H", "H", "H", "H", "C", "C", "O", "N", "C", "H", "H", "H", "H", "H", "H", "H", "C", "C", "O", "N", "C", "H", "H", "H", "H", "H", "H", "H"], "coordinates": [[0.443, 2.071, 2.086], [1.760, 0.726, 1.334], [1.368, -0.206, 0.467], [-0.997, -0.332, 0.552], [-1.388, 0.493, 1.470], [1.473, -1.233, 0.774], [1.202, 0.102, -0.537], [-0.768, -1.412, 0.817], [-0.928, 0.017, -0.527], [1.305, 0.250, -2.995], [1.818, 0.897, -3.893], [1.276, 2.088, -4.213], [2.013, 2.765, -5.243], [3.367, 2.120, -5.234], [3.069, 0.665, -4.705], [2.012, 3.801, -4.910], [1.524, 2.522, -6.221], [4.006, 2.715, -4.585], [3.803, 2.124, -6.197], [3.908, 0.225, -4.163], [2.802, 0.020, -5.509], [-0.837, -1.462, -5.116], [-0.461, -2.133, -4.169], [0.820, -2.460, -3.971], [0.988, -2.903, -2.602], [-0.392, -3.600, -2.279], [-1.291, -2.652, -3.035], [1.125, -2.075, -1.933], [1.751, -3.695, -2.504], [-0.596, -3.658, -1.197], [-0.337, -4.631, -2.659], [-1.520, -1.790, -2.402], [-2.298, -2.951, -3.425], [1.419, -3.702, 0.783], [2.018, -3.434, 1.798], [1.432, -3.077, 2.967], [2.404, -2.792, 3.990], [3.644, -2.489, 3.189], [3.524, -3.493, 2.013], [2.536, -3.632, 4.692], [2.104, -1.903, 4.589], [4.488, -2.785, 3.768], [3.822, -1.476, 2.796], [3.820, -4.524, 2.294], [4.044, -3.250, 1.105], [4.703, 2.407, 2.912], [5.466, 1.957, 1.730], [6.550, 2.391, 1.374], [4.861, 1.023, 0.892], [5.510, 0.426, -0.320], [3.799, 1.841, 3.040], [4.534, 3.484, 2.970], [5.291, 2.141, 3.776], [4.016, 0.563, 1.195], [4.708, 0.133, -1.006], [6.165, -0.410, -0.029], [6.251, 1.136, -0.723], [-4.402, -1.496, 3.980], [-4.785, -1.735, 2.514], [-5.654, -2.521, 2.201], [-4.094, -1.028, 1.636], [-4.358, -1.112, 0.174], [-5.351, -1.586, 4.510], [-3.922, -0.498, 4.143], [-3.755, -2.273, 4.325], [-3.329, -0.456, 1.997], [-5.423, -1.300, -0.014], [-3.835, -1.926, -0.268], [-4.034, -0.180, -0.324], [-5.333, -5.390, 3.786], [-3.881, -5.047, 3.878], [-3.318, -5.095, 4.993], [-3.234, -4.680, 2.700], [-1.866, -4.176, 2.865], [-5.841, -4.637, 3.156], [-5.772, -5.361, 4.744], [-5.545, -6.394, 3.404], [-3.707, -4.460, 1.809], [-1.073, -4.836, 2.494], [-1.696, -3.881, 3.892], [-1.840, -3.310, 2.153], [-2.608, 5.266, 2.378], [-2.009, 3.944, 2.096], [-0.978, 3.564, 2.724], [-2.536, 3.203, 1.155], [-3.775, 3.553, 0.436], [-2.384, 5.567, 3.384], [-3.710, 5.242, 2.276], [-2.352, 5.948, 1.560], [-2.246, 2.237, 1.099], [-4.654, 3.604, 1.035], [-3.952, 2.780, -0.300], [-3.683, 4.476, -0.135], [1.103, 3.642, -0.671], [2.380, 4.099, -1.280], [2.397, 5.063, -2.030], [3.517, 3.475, -0.871], [4.773, 3.943, -1.332], [0.974, 4.180, 0.280], [0.958, 2.571, -0.472], [0.279, 3.961, -1.302], [3.431, 2.589, -0.385], [4.898, 3.755, -2.418], [5.517, 3.269, -0.874], [4.860, 5.015, -1.141], [-3.901, -0.239, -3.437], [-3.337, 0.939, -2.778], [-3.967, 1.794, -2.198], [-2.001, 1.013, -2.685], [-1.260, 2.104, -2.122], [-3.202, -0.700, -4.124], [-4.920, -0.111, -3.802], [-3.967, -0.896, -2.570], [-1.460, 0.467, -3.366], [-0.236, 2.020, -2.415], [-1.399, 2.031, -1.057], [-1.630, 3.071, -2.478]], "atomic_forces_ev_per_a": [[-0.7, 0.7, 0.5], [0.4, -2.2, -1.5], [0.4, 1.9, 2.3], [0.4, 1.1, 1.1], [0.3, -1.8, -2.0], [0.1, -0.3, -0.3], [0.1, -0.1, -1.0], [-0.6, 1.1, -0.4], [-0.4, -0.7, 1.2], [0.8, 0.2, -1.1], [-0.6, 0.0, 1.6], [-0.2, -0.5, 0.0], [-0.7, -0.6, -0.5], [0.1, -0.7, 1.1], [0.4, 1.7, 0.2], [-0.1, 0.1, -0.7], [0.0, 0.8, 0.8], [0.2, -0.4, 0.3], [0.5, -0.1, -1.0], [-0.4, 0.0, 0.1], [-0.2, -0.6, -0.8], [0.5, -0.8, 1.0], [-0.4, 1.0, -1.1], [0.7, 0.0, 0.4], [-1.3, -2.2, 0.3], [0.9, 0.1, 0.1], [-1.7, 0.0, -0.2], [0.5, 0.5, 0.0], [0.1, 0.9, -0.4], [0.2, 0.1, -0.4], [-0.3, 0.4, -0.1], [0.1, 0.2, 0.1], [1.0, -0.2, 0.4], [0.0, 0.4, 0.9], [0.4, -1.0, -0.3], [-0.8, -0.1, -0.2], [-0.1, 1.4, 0.1], [1.4, -1.1, -0.8], [-0.7, 0.3, 0.6], [-0.2, 0.1, -0.6], [-0.3, -0.7, -0.6], [0.9, 0.2, 0.5], [-0.6, -0.2, 0.4], [-0.3, 0.5, 0.0], [0.2, 0.3, -0.3], [0.0, -0.2, 0.9], [0.5, -0.7, -2.8], [0.1, 0.4, 0.7], [0.2, -0.2, -0.1], [0.5, 0.7, 1.5], [-0.7, 0.0, -0.2], [0.0, -0.2, -0.4], [0.5, 0.1, 0.4], [-0.2, 0.2, 0.1], [0.5, 0.1, 0.0], [-0.5, -0.2, -0.1], [-0.8, 0.0, -0.1], [-0.6, 1.1, -0.7], [0.3, -0.1, 1.5], [-0.7, -0.6, -0.3], [0.8, 1.0, -1.7], [-0.2, 1.0, 1.0], [0.2, 0.2, 0.3], [-0.5, -0.9, -0.1], [0.5, -0.6, 0.2], [-0.3, -0.2, -0.6], [0.3, 0.3, 0.3], [0.7, -0.8, -0.3], [-0.3, -0.3, 0.4], [-0.5, 0.4, -1.6], [0.5, -0.3, 0.8], [-0.3, 0.3, -2.2], [0.3, -0.3, 1.3], [-0.4, 1.0, -2.1], [0.1, -0.5, 0.1], [-0.3, 0.2, 1.2], [0.4, 0.1, -0.2], [0.0, -0.4, 1.3], [-0.3, -0.3, 0.4], [0.1, 0.0, 0.0], [0.4, -0.3, 0.9], [-1.6, 0.1, -0.6], [1.6, -0.5, 0.9], [-0.6, 0.7, -0.1], [-1.8, 0.0, -0.9], [0.9, -0.4, -0.8], [0.5, 0.5, 0.1], [0.5, -0.3, 0.3], [0.5, 0.2, 0.5], [0.5, -0.3, 0.0], [-0.5, 0.1, 0.9], [0.1, -0.1, -0.2], [0.2, 0.1, 0.1], [-1.1, -0.1, 0.5], [0.4, 0.0, 0.1], [0.2, 0.0, -0.2], [-1.7, -0.3, 0.0], [1.1, -1.0, -0.8], [0.1, -0.1, -0.1], [0.5, 0.2, -0.1], [0.1, 0.1, -0.1], [0.2, 0.3, 0.1], [-0.2, 0.4, 0.3], [0.1, 1.0, 0.2], [0.4, -0.3, 0.1], [-0.3, -0.9, 0.3], [0.9, 1.5, 0.4], [-1.7, 0.7, 0.5], [1.9, -1.8, -2.2], [-1.1, 0.4, 0.0], [-0.1, 0.0, -0.4], [0.3, 0.2, -0.2], [-0.2, -0.6, -0.1], [-0.4, 0.2, 0.5], [0.4, -0.2, 0.1], [0.3, 0.5, 0.6], [-0.1, -0.1, 0.1]]}

=====

Record 6
{"formula": "C3H2Br6O", "method": "ωB97M-V with the def2-TZVPD basis set", "fmax_ev_per_a": 3.544, "de_lowest_ev": 0.636, "homo_energy_ev": -10.19, "total_charge": 0, "species": ["C", "C", "C", "O", "Br", "Br", "Br", "Br", "Br", "Br", "H", "H"], "coordinates": [[0.381, 0.818, 0.568], [-0.311, -0.808, -2.126], [-0.029, 0.506, -1.153], [-0.961, -0.656, -3.140], [0.943, 2.694, 0.682], [1.741, -0.361, 1.105], [0.696, -2.370, -1.677], [1.524, 1.128, -2.236], [-1.497, 1.629, -1.419], [-0.623, -1.486, 3.484], [-0.595, 0.789, 1.109], [-1.270, -1.882, 4.802]], "atomic_forces_ev_per_a": [[-1.3, -0.1, -2.9], [-1.0, 1.5, -1.1], [1.2, 0.2, 0.5], [1.6, -1.0, 3.0], [-0.1, -0.7, 0.2], [0.1, -0.2, 0.5], [-0.4, 0.1, -0.2], [-0.1, -0.1, 0.4], [-1.1, 0.7, -0.1], [-0.8, -0.6, 1.9], [1.0, -0.5, -0.3], [0.8, 0.6, -1.8]]}

=====

Record 7
{"formula": "C2H6N2OS2", "method": "ωB97M-V with the def2-TZVPD basis set", "fmax_ev_per_a": 11.712, "de_lowest_ev": 8.069, "homo_energy_ev": -8.49, "total_charge": 0, "species": ["C", "C", "H", "H", "H", "H", "H", "H", "N", "N", "O", "S", "S"], "coordinates": [[1.093, -0.474, 0.940], [-0.045, 0.198, 0.392], [0.769, -0.709, -1.703], [1.716, 0.326, 1.345], [1.097, -1.372, 1.778], [-0.942, 1.790, -0.384], [2.055, 1.200, -0.168], [-3.314, -1.129, 0.714], [-0.017, 1.198, -0.294], [-0.999, -0.654, 0.425], [0.993, 2.098, 0.087], [2.179, -0.928, -0.444], [-2.711, -0.262, -0.255]], "atomic_forces_ev_per_a": [[4.1, -1.4, 3.0], [-3.9, -9.3, 3.8], [3.2, -0.7, 2.6], [0.0, -0.2, 0.9], [-1.1, 2.4, -2.5], [2.2, -1.8, 0.0], [-3.1, 2.9, 0.1], [0.9, 1.2, -1.4], [-1.4, 10.8, -4.4], [-3.9, -1.0, 0.2], [4.2, -2.7, -1.2], [-2.8, 0.9, -3.1], [1.6, -1.2, 2.0]]}

=====

Record 8
{"formula": "CH4ClOP", "method": "ωB97M-V with the def2-TZVPD basis set", "fmax_ev_per_a": 4.833, "de_lowest_ev": 3.908, "homo_energy_ev": [-7.71, -7.70], "total_charge": 0, "species": ["C", "O", "P", "Cl", "H", "H", "H", "H"], "coordinates": [[-0.714, -0.112, 0.657], [-0.581, -1.353, 1.154], [0.895, 0.418, -1.437], [2.741, 0.227, -0.655], [-0.604, 0.842, 1.228], [-1.526, 0.026, -0.116], [-1.161, -1.884, 0.722], [0.950, 1.837, -1.552]], "atomic_forces_ev_per_a": [[-0.4, 2.4, -3.4], [2.9, 3.1, 2.4], [-1.8, -0.6, 0.9], [0.9, -0.1, 0.5], [0.4, -1.6, 0.2], [0.7, -0.4, 1.1], [-2.5, -2.7, -2.0], [-0.3, -0.1, 0.4]]}

=====

no.,energy (eV)
1,-14325.8591
2,-27466.2654
3,-37308.8296
4,-9796.7081
5,-75827.0893
6,-425443.6566
7,-28861.1006
8,-24957.9831